# C36H72O9

A 9-piece molecular cluster, C36H72O9 overall (ωB97M-V/def2-TZVPD, the OMol25 dataset).

Bonds (Å) are listed after each position.
Cartesian coordinates (Å):
1 C -16.523 11.221 -8.091  C2 1.510, C5 1.536, H6 1.096, H7 1.090
2 C -15.196 11.928 -7.950  C1 1.510, C3 1.542, H8 1.093, H9 1.090
3 C -14.746 12.038 -9.421  C2 1.542, O4 1.428, H10 1.089, H11 1.096
4 O -15.455 11.022 -10.132  C3 1.428, C5 1.420
5 C -16.270 10.256 -9.258  C1 1.536, O4 1.420, H12 1.096, H13 1.091
6 H -17.255 11.954 -8.449  C1 1.096
7 H -16.929 10.745 -7.198  C1 1.090
8 H -14.487 11.352 -7.350  C2 1.093
9 H -15.322 12.921 -7.519  C2 1.090
10 H -13.679 11.922 -9.599  C3 1.089
11 H -15.068 13.015 -9.797  C3 1.096
12 H -15.782 9.318 -8.969  C5 1.096
13 H -17.209 10.040 -9.770  C5 1.091
14 C -19.906 13.687 -7.346  C15 1.518, C18 1.538, H19 1.089, H20 1.093
15 C -20.237 12.206 -7.370  C14 1.518, C16 1.553, H21 1.091, H22 1.090
16 C -21.790 12.203 -7.355  C15 1.553, O17 1.427, H23 1.089, H24 1.097
17 O -22.196 13.570 -7.372  C16 1.427, C18 1.418
18 C -21.158 14.352 -7.941  C14 1.538, O17 1.418, H25 1.086, H26 1.100
19 H -18.951 13.929 -7.812  C14 1.089
20 H -19.930 14.048 -6.315  C14 1.093
21 H -19.833 11.751 -6.465  C15 1.091
22 H -19.853 11.669 -8.237  C15 1.090
23 H -22.196 11.723 -6.466  C16 1.089
24 H -22.205 11.758 -8.268  C16 1.097
25 H -21.261 15.396 -7.658  C18 1.086
26 H -21.174 14.254 -9.036  C18 1.100
27 C -12.389 9.031 -7.870  C28 1.511, C31 1.540, H32 1.095, H33 1.094
28 C -12.362 9.266 -6.377  C27 1.511, C29 1.521, H34 1.090, H35 1.089
29 C -10.939 9.780 -6.223  C28 1.521, O30 1.433, H36 1.091, H37 1.101
30 O -10.193 8.853 -7.023  C29 1.433, C31 1.439
31 C -10.967 8.538 -8.194  C27 1.540, O30 1.439, H38 1.089, H39 1.089
32 H -12.593 9.959 -8.413  C27 1.095
33 H -13.195 8.341 -8.134  C27 1.094
34 H -12.413 8.333 -5.816  C28 1.090
35 H -13.188 9.891 -6.039  C28 1.089
36 H -10.532 9.821 -5.212  C29 1.091
37 H -10.737 10.779 -6.639  C29 1.101
38 H -10.961 7.454 -8.295  C31 1.089
39 H -10.546 9.059 -9.053  C31 1.089
40 C -19.327 7.955 -9.264  C41 1.530, C44 1.550, H45 1.094, H46 1.087
41 C -19.244 8.462 -7.822  C40 1.530, C42 1.511, H47 1.095, H48 1.086
42 C -20.650 8.306 -7.291  C41 1.511, O43 1.437, H49 1.095, H50 1.088
43 O -21.081 7.078 -7.901  C42 1.437, C44 1.419
44 C -20.643 7.138 -9.249  C40 1.550, O43 1.419, H51 1.097, H52 1.088
45 H -18.531 7.230 -9.453  C40 1.094
46 H -19.255 8.669 -10.081  C40 1.087
47 H -18.939 9.514 -7.858  C41 1.095
48 H -18.504 7.925 -7.237  C41 1.086
49 H -21.367 9.072 -7.606  C42 1.095
50 H -20.678 8.232 -6.206  C42 1.088
51 H -21.430 7.608 -9.851  C44 1.097
52 H -20.488 6.128 -9.622  C44 1.088
53 C -13.272 13.072 -4.620  C54 1.532, C57 1.527, H58 1.092, H59 1.090
54 C -11.900 13.696 -4.892  C53 1.532, C55 1.527, H60 1.090, H61 1.089
55 C -11.872 14.761 -3.799  C54 1.527, O56 1.413, H62 1.092, H63 1.108
56 O -13.188 15.272 -3.741  C55 1.413, C57 1.428
57 C -14.109 14.255 -4.139  C53 1.527, O56 1.428, H64 1.095, H65 1.090
58 H -13.128 12.292 -3.870  C53 1.092
59 H -13.610 12.598 -5.541  C53 1.090
60 H -11.864 14.142 -5.886  C54 1.090
61 H -11.048 13.031 -4.752  C54 1.089
62 H -11.122 15.553 -3.821  C55 1.092
63 H -11.625 14.265 -2.839  C55 1.108
64 H -14.651 14.679 -4.991  C57 1.095
65 H -14.819 13.987 -3.356  C57 1.090
66 C -15.851 5.690 -4.707  C67 1.535, C70 1.551, H71 1.089, H72 1.085
67 C -16.532 5.877 -6.070  C66 1.535, C68 1.510, H73 1.093, H74 1.090
68 C -15.555 6.725 -6.850  C67 1.510, O69 1.420, H75 1.089, H76 1.101
69 O -14.901 7.546 -5.894  C68 1.420, C70 1.426
70 C -14.805 6.834 -4.661  C66 1.551, O69 1.426, H77 1.089, H78 1.091
71 H -15.345 4.725 -4.700  C66 1.089
72 H -16.567 5.785 -3.898  C66 1.085
73 H -17.482 6.400 -5.932  C67 1.093
74 H -16.738 4.944 -6.596  C67 1.090
75 H -16.003 7.356 -7.617  C68 1.089
76 H -14.823 6.072 -7.351  C68 1.101
77 H -15.078 7.552 -3.889  C70 1.089
78 H -13.806 6.430 -4.490  C70 1.091
79 C -13.718 15.932 -9.389  C80 1.511, C83 1.539, H84 1.093, H85 1.093
80 C -13.970 15.397 -7.998  C79 1.511, C81 1.522, H86 1.093, H87 1.094
81 C -13.787 16.644 -7.146  C80 1.522, O82 1.422, H88 1.098, H89 1.092
82 O -14.199 17.752 -7.938  C81 1.422, C83 1.435
83 C -14.266 17.369 -9.319  C79 1.539, O82 1.435, H90 1.088, H91 1.094
84 H -14.242 15.325 -10.132  C79 1.093
85 H -12.649 15.952 -9.617  C79 1.093
86 H -13.267 14.610 -7.713  C80 1.093
87 H -14.991 15.015 -7.901  C80 1.094
88 H -12.735 16.723 -6.840  C81 1.098
89 H -14.379 16.622 -6.229  C81 1.092
90 H -13.660 18.065 -9.894  C83 1.088
91 H -15.297 17.349 -9.686  C83 1.094
92 C -9.827 15.192 -8.818  C93 1.504, C96 1.530, H97 1.093, H98 1.094
93 C -10.149 14.395 -10.052  C92 1.504, C94 1.538, H99 1.091, H100 1.094
94 C -11.154 13.363 -9.514  C93 1.538, O95 1.432, H101 1.094, H102 1.091
95 O -10.867 13.271 -8.115  C94 1.432, C96 1.438
96 C -9.741 14.091 -7.759  C92 1.530, O95 1.438, H103 1.096, H104 1.087
97 H -10.622 15.880 -8.520  C92 1.093
98 H -8.907 15.774 -8.927  C92 1.094
99 H -9.257 13.915 -10.456  C93 1.091
100 H -10.584 14.970 -10.876  C93 1.094
101 H -10.964 12.380 -9.955  C94 1.094
102 H -12.195 13.661 -9.649  C94 1.091
103 H -8.830 13.487 -7.841  C96 1.096
104 H -9.802 14.459 -6.738  C96 1.087
105 C -18.466 15.880 -10.282  C106 1.525, C109 1.530, H110 1.093, H111 1.093
106 C -18.599 16.251 -11.755  C105 1.525, C107 1.518, H112 1.091, H113 1.087
107 C -17.162 16.107 -12.219  C106 1.518, O108 1.433, H114 1.099, H115 1.092
108 O -16.663 14.955 -11.529  C107 1.433, C109 1.432
109 C -17.299 14.891 -10.247  C105 1.530, O108 1.432, H116 1.095, H117 1.093
110 H -19.401 15.460 -9.901  C105 1.093
111 H -18.297 16.726 -9.612  C105 1.093
112 H -18.913 17.287 -11.891  C106 1.091
113 H -19.257 15.568 -12.287  C106 1.087
114 H -16.526 16.973 -11.992  C107 1.099
115 H -17.033 15.941 -13.291  C107 1.092
116 H -16.565 15.184 -9.489  C109 1.095
117 H -17.646 13.867 -10.090  C109 1.093

Results
Energy above the lowest of the compared OMol25 structures with the same formula, charge and spin: 16.3 kcal/mol
Molecular weight: 649.0 g/mol
Orbital gap: 9.8710 eV
HOMO level: -9.3 eV
SMILES: C1CCOC1.C1CCOC1.C1CCOC1.C1CCOC1.C1CCOC1.C1CCOC1.C1CCOC1.C1CCOC1.C1CCOC1
E_tot: -56922.861 eV

These are the Mulliken partial charges, in e, on atoms 1 to 8: atom 1 (C): 0.2588, atom 2 (C): 1.5644, atom 3 (C): 0.1870, atom 4 (O): -0.5085, atom 5 (C): -0.1119, atom 6 (H): -0.8329, atom 7 (H): 0.6867, atom 8 (H): -1.1680